Here is a cluster of 17 separate species, C8H30B2O31 in total in a non-equilibrium geometry from the OMol25 dataset. Energies are from ωB97M-V with the def2-TZVPD basis set.

Each line ends with the Löwdin charge.
CARTESIAN COORDINATES (ANGSTROEM)
1 O 0.921 -2.486 -3.045  0.1369
2 C 1.731 -1.608 -3.250  -0.3523
3 O 1.427 -0.316 -3.060  0.2341
4 B 2.663 0.464 -3.156  -0.8956
5 O 3.714 -0.486 -3.609  0.2223
6 C 3.239 -1.725 -3.571  -0.3589
7 O 3.904 -2.753 -3.705  0.0911
8 O 3.080 1.124 -1.915  0.2142
9 C 3.126 2.421 -2.050  -0.3173
10 O 3.326 3.276 -1.141  0.1009
11 C 2.747 2.695 -3.560  -0.3618
12 O 2.534 1.554 -4.113  0.2599
13 O 2.744 3.838 -4.048  0.0731
14 O -2.921 -1.911 0.450  0.0625
15 C -1.953 -1.153 0.174  -0.3718
16 O -2.000 0.043 -0.162  0.2424
17 B -0.616 0.585 -0.363  -0.7807
18 O 0.270 -0.630 -0.229  0.2231
19 C -0.478 -1.651 0.104  -0.3175
20 O -0.164 -2.821 0.315  0.0737
21 O -0.475 1.299 -1.630  0.1886
22 C -0.278 2.575 -1.455  -0.4834
23 O -0.087 3.403 -2.329  0.0355
24 C -0.251 2.887 0.056  -0.4252
25 O -0.352 1.690 0.659  0.1167
26 O 0.040 3.921 0.672  -0.0398
27 O -3.764 -3.028 3.322  -0.0745
28 H -3.709 -3.515 2.499  0.0086
29 H -3.144 -2.307 3.216  -0.0323
30 O -5.257 -2.929 -1.652  -0.0527
31 H -5.651 -2.667 -2.484  0.0223
32 H -4.346 -3.126 -1.869  0.0254
33 O 1.072 -5.833 -0.862  -0.0647
34 H 0.150 -5.581 -0.907  -0.0007
35 H 1.443 -5.266 -0.186  -0.0089
36 O -3.462 2.214 0.829  -0.0482
37 H -3.430 2.998 0.282  0.0324
38 H -3.001 1.547 0.320  -0.0060
39 O 0.782 -3.860 2.719  -0.0616
40 H -0.076 -4.276 2.808  0.0274
41 H 0.663 -3.212 2.025  -0.0185
42 O 1.424 6.312 -3.102  -0.0704
43 H 2.284 6.617 -3.392  0.0079
44 H 1.484 5.357 -3.139  -0.0118
45 O -1.970 -4.677 -0.367  -0.0606
46 H -2.743 -4.470 0.157  0.0161
47 H -1.382 -3.934 -0.230  -0.0306
48 O 0.896 -0.797 3.003  -0.0274
49 H 1.525 -0.573 2.317  0.0156
50 H 1.431 -1.164 3.708  0.0569
51 O 2.680 0.282 0.828  -0.0250
52 H 3.246 0.983 0.505  0.0382
53 H 2.239 -0.050 0.046  0.0164
54 O -5.775 -1.711 0.788  -0.0768
55 H -4.840 -1.519 0.861  -0.0174
56 H -6.175 -1.246 1.523  0.0213
57 O 0.901 2.360 4.086  -0.0619
58 H 0.140 1.839 4.344  0.0138
59 H 1.080 2.093 3.184  0.0152
60 O -0.402 6.201 2.238  -0.0796
61 H -0.395 5.385 1.738  -0.0239
62 H -0.840 5.976 3.059  0.0119
63 O 2.569 4.514 1.650  -0.0751
64 H 1.719 4.403 1.223  -0.0263
65 H 2.721 5.459 1.640  0.0128
66 O 2.997 -3.916 -0.331  -0.0428
67 H 3.887 -3.682 -0.595  0.0375
68 H 2.437 -3.521 -1.000  0.0191
69 O -1.974 -0.860 3.296  -0.0289
70 H -1.034 -0.902 3.125  0.0046
71 H -2.289 -0.151 2.735  0.0524

Computed properties:
Gap between HOMO and LUMO (spin up / spin down), eV: 3.03 / 6.94
E_HOMO (spin up / spin down), eV: 2.964 / -0.950
Lowest unoccupied orbital energy (spin up / spin down), eV: 5.992 / 5.991
Multiplicity: 2
Energy above the lowest of the compared OMol25 structures with the same formula, charge and spin, eV: 0.000
Expectation value of S²: 0.753
Total charge: -3

---

Here is a structure of composition C8H30CaN13O11 in a non-equilibrium geometry from the OMol25 dataset. Energies are from ωB97M-V with the def2-TZVPD basis set.

Each line ends with the Löwdin charge.
CARTESIAN COORDINATES (ANGSTROEM)
1 Ca -1.102 -0.745 1.831  1.4883
2 N -1.999 2.025 0.899  -0.5174
3 O -0.716 1.655 1.002  -0.1894
4 O -2.286 3.064 0.376  0.0641
5 O -2.925 1.234 1.274  -0.0747
6 C -0.175 -3.607 2.855  -0.6613
7 O -0.747 -2.613 3.283  -0.0641
8 N -0.638 -4.831 3.244  0.1708
9 N 0.897 -3.617 2.079  0.2037
10 H -0.133 -5.716 3.040  0.1297
11 H -1.541 -4.937 3.634  0.1004
12 H 1.380 -2.764 1.833  0.0777
13 H 1.272 -4.367 1.594  0.0919
14 C -0.428 -0.524 -1.395  -0.5804
15 O -0.821 -1.132 -0.384  -0.1510
16 N 0.033 -1.272 -2.479  0.1616
17 N -0.410 0.850 -1.548  0.1927
18 H -0.288 -2.229 -2.423  0.0969
19 H 0.062 -0.964 -3.465  0.1182
20 H -0.001 1.251 -2.380  0.0522
21 H -0.274 1.341 -0.659  0.0569
22 C -0.720 0.064 5.248  -0.5720
23 O -1.025 0.092 4.054  -0.1009
24 N -1.671 0.518 6.105  0.1876
25 N 0.448 -0.590 5.728  0.1755
26 H -2.242 1.209 5.661  0.1193
27 H -1.491 0.625 7.048  0.0782
28 H 0.674 -0.697 6.703  0.1002
29 H 1.192 -0.654 5.078  0.0841
30 C -0.596 3.604 -3.970  -0.6095
31 O -0.024 2.532 -3.894  0.0007
32 N -1.411 4.011 -2.911  0.1844
33 N -0.677 4.288 -5.183  0.1378
34 H -2.044 4.739 -2.939  0.0715
35 H -1.590 3.270 -2.273  0.0693
36 H -1.002 5.234 -5.096  0.0802
37 H 0.133 4.476 -5.812  0.1260
38 C 2.260 -0.298 0.998  -0.5590
39 O 1.085 -0.638 1.350  -0.1852
40 N 2.660 1.002 1.152  0.2064
41 N 3.032 -1.158 0.288  0.1978
42 H 2.079 1.653 1.621  0.1035
43 H 3.643 1.258 1.049  0.1173
44 H 4.016 -0.995 0.334  0.1123
45 H 2.747 -2.100 0.078  0.1171
46 C -3.986 -1.451 -0.157  -0.6287
47 O -3.271 -1.663 0.844  -0.0851
48 N -3.893 -2.199 -1.288  0.1528
49 N -4.996 -0.510 -0.080  0.1820
50 H -3.553 -3.153 -1.092  0.1244
51 H -4.720 -2.282 -1.894  0.1159
52 H -5.326 -0.195 -0.953  0.0883
53 H -4.680 0.154 0.614  0.0820
54 C 4.300 1.060 -2.764  -0.2462
55 C 3.161 0.006 -2.858  -0.2378
56 O 2.529 -0.031 -4.139  -0.0851
57 O 4.348 1.914 -1.658  -0.0893
58 H 4.338 1.580 -3.676  0.0963
59 H 5.323 0.594 -2.726  0.1360
60 H 2.352 0.126 -2.050  0.1026
61 H 3.547 -0.972 -2.747  0.0894
62 H 2.273 0.884 -4.337  0.0773
63 H 3.619 2.589 -1.669  0.1162

Computed properties:
Gap between HOMO and LUMO, eV: 9.66
E_HOMO, eV: -11.761
Lowest unoccupied orbital energy, eV: -2.099
Multiplicity: 1
Total charge: +1

---

Here is a structure of composition C8H30N12O7 in a non-equilibrium geometry from the OMol25 dataset. Energies are from ωB97M-V with the def2-TZVPD basis set.

Each line ends with the Löwdin charge.
CARTESIAN COORDINATES (ANGSTROEM)
1 C 0.952 2.299 2.662  -0.7476
2 O 0.986 2.326 1.503  0.0394
3 N 0.821 3.405 3.283  0.2352
4 N 0.908 1.194 3.308  0.2275
5 H 0.779 3.395 4.292  0.1263
6 H 0.692 4.235 2.721  0.1431
7 H 0.744 0.388 2.721  0.0868
8 H 1.199 1.167 4.275  0.1335
9 C -1.611 -2.355 -1.251  -0.5437
10 O -0.418 -2.630 -1.270  0.1655
11 N -2.518 -2.824 -2.127  0.1803
12 N -2.232 -1.660 -0.308  0.1697
13 H -2.265 -3.478 -2.854  0.1237
14 H -3.486 -2.553 -2.033  0.1051
15 H -1.785 -1.213 0.480  0.0730
16 H -3.239 -1.620 -0.378  0.1154
17 C -0.643 1.670 -2.671  -0.5788
18 O -0.774 2.405 -1.663  0.0625
19 N 0.461 1.110 -3.180  0.1774
20 N -1.606 1.321 -3.506  0.1686
21 H 1.310 1.185 -2.639  0.0526
22 H 0.487 0.763 -4.128  0.1284
23 H -1.310 0.634 -4.185  0.1139
24 H -2.512 1.483 -3.089  0.1172
25 C -0.813 -4.151 1.901  -0.7380
26 O -0.321 -5.270 1.811  0.0270
27 N -0.381 -3.073 1.327  0.1747
28 N -2.046 -3.922 2.329  0.1426
29 H -0.961 -2.268 1.516  0.0776
30 H 0.299 -3.137 0.583  0.1106
31 H -2.701 -4.691 2.344  0.1124
32 H -2.401 -3.034 2.005  0.0778
33 C -1.579 1.341 0.911  -0.8585
34 O -1.529 1.124 2.086  0.0580
35 N -0.676 2.016 0.343  0.1177
36 N -2.403 0.934 0.023  0.1674
37 H -0.533 1.897 -0.650  -0.1007
38 H 0.137 2.173 0.920  -0.1842
39 H -3.225 0.436 0.333  0.1097
40 H -2.405 1.487 -0.823  0.1014
41 C 3.266 1.405 -1.175  -0.8524
42 O 3.101 1.022 -2.243  0.0940
43 N 2.362 1.854 -0.378  0.1599
44 N 4.429 1.330 -0.559  0.1842
45 H 2.671 2.367 0.436  0.1328
46 H 1.410 2.026 -0.669  0.1127
47 H 4.527 1.545 0.423  0.1154
48 H 5.151 0.940 -1.148  0.1233
49 C 0.801 0.003 0.599  -0.0509
50 C 1.438 -0.594 -0.690  -0.2486
51 O 1.343 -2.005 -0.762  -0.0772
52 H -0.241 -0.284 0.455  0.0551
53 H 0.955 1.082 0.582  0.0208
54 H 1.176 -0.533 1.471  0.0937
55 H 2.518 -0.472 -0.607  0.0974
56 H 1.248 -0.031 -1.604  0.0733
57 H 0.442 -2.165 -1.053  -0.3037

Computed properties:
Gap between HOMO and LUMO, eV: 7.47
E_HOMO, eV: -7.492
Lowest unoccupied orbital energy, eV: -0.018
Multiplicity: 1
Energy above the lowest of the compared OMol25 structures with the same formula, charge and spin, eV: 14.789

---

Here is a cluster of 9 separate species, C8H30O8 in total in a non-equilibrium geometry from the OMol25 dataset. Energies are from ωB97M-V with the def2-TZVPD basis set.

Each line ends with the Löwdin charge.
CARTESIAN COORDINATES (ANGSTROEM)
1 C -0.555 -1.422 1.627  0.0664
2 C 0.255 -0.504 1.113  -0.3245
3 C 0.399 -0.274 -0.364  -0.0444
4 C 1.069 0.389 1.992  -0.3137
5 C 0.734 1.665 2.180  0.0396
6 C 2.245 -0.262 2.665  -0.1670
7 C 3.240 -0.857 1.662  -0.2446
8 C 4.047 0.219 0.947  -0.1049
9 H -0.627 -1.613 2.689  0.0601
10 H -1.165 -2.096 1.033  0.0704
11 H -0.350 0.434 -0.721  0.0648
12 H 0.278 -1.178 -0.958  0.0751
13 H 1.377 0.127 -0.640  0.0740
14 H -0.136 2.141 1.735  0.0751
15 H 1.311 2.303 2.839  0.0719
16 H 1.894 -1.025 3.364  0.1157
17 H 2.749 0.521 3.249  0.1174
18 H 2.692 -1.487 0.953  0.1037
19 H 3.924 -1.535 2.179  0.1085
20 H 4.731 -0.226 0.218  0.0733
21 H 4.653 0.788 1.652  0.0743
22 H 3.410 0.915 0.392  0.0617
23 O -0.225 -0.964 -4.015  -0.0683
24 H 0.428 -0.448 -3.558  0.0370
25 H -1.040 -0.386 -4.065  0.0310
26 O -3.460 -1.356 -2.010  -0.0691
27 H -2.729 -2.009 -2.183  0.0380
28 H -4.300 -1.758 -2.242  0.0824
29 O -2.485 0.548 -3.754  -0.0881
30 H -2.938 -0.099 -3.175  0.0057
31 H -2.352 1.343 -3.188  0.0127
32 O -2.182 2.426 -1.838  -0.0952
33 H -1.227 2.522 -1.591  0.0194
34 H -2.656 1.917 -1.135  0.0206
35 O 0.586 2.656 -1.084  -0.0525
36 H 0.907 3.505 -1.414  0.0705
37 H 0.788 2.640 -0.138  0.0254
38 O -0.263 -0.163 4.799  -0.0674
39 H 0.252 0.413 5.386  0.0502
40 H -0.578 0.390 4.064  0.0242
41 O -1.480 -3.041 -2.854  -0.0713
42 H -0.971 -2.337 -3.338  0.0133
43 H -0.831 -3.466 -2.294  0.0477
44 O -3.271 0.569 -0.069  -0.0647
45 H -3.382 -0.112 -0.766  0.0105
46 H -2.767 0.184 0.657  0.0349

Computed properties:
Gap between HOMO and LUMO, eV: 10.03
E_HOMO, eV: -9.747
Lowest unoccupied orbital energy, eV: 0.287
Multiplicity: 1
Energy above the lowest of the compared OMol25 structures with the same formula, charge and spin, eV: 0.000

---

Here is a structure of composition C8H32B4CaO2 in a non-equilibrium geometry from the OMol25 dataset. Energies are from ωB97M-V with the def2-TZVPD basis set.

Each line ends with the Löwdin charge.
CARTESIAN COORDINATES (ANGSTROEM)
1 Ca 1.138 -0.101 -0.685  1.1584
2 B 1.102 1.606 -2.461  -0.3691
3 H 1.178 1.909 -3.494  -0.0154
4 H 1.970 0.986 -2.297  -0.0244
5 H 1.165 2.463 -1.808  0.0081
6 H 0.184 1.067 -2.284  -0.0631
7 B 3.128 -1.587 -0.859  -0.3637
8 H 3.401 -0.772 -1.511  -0.0215
9 H 2.768 -1.150 0.060  -0.0734
10 H 2.267 -2.030 -1.334  -0.0233
11 H 3.934 -2.281 -0.673  -0.0346
12 B 2.603 1.702 0.516  -0.4431
13 H 3.493 1.583 1.115  -0.0506
14 H 2.435 2.765 0.441  -0.0476
15 H 2.769 1.321 -0.480  -0.0960
16 H 1.771 1.229 1.015  -0.0846
17 B 0.131 -1.432 -2.663  -0.3361
18 H 1.093 -0.945 -2.657  0.0040
19 H -0.440 -1.130 -3.527  -0.0093
20 H 0.326 -2.491 -2.598  -0.0208
21 H -0.370 -1.049 -1.787  -0.0881
22 C -1.083 -1.277 2.943  -0.1585
23 C -1.385 -2.540 2.140  -0.1890
24 C -0.689 -2.456 0.800  -0.1129
25 O 0.420 -1.489 1.113  -0.2536
26 C 0.342 -1.175 2.519  -0.2015
27 H -1.170 -1.247 4.029  0.1213
28 H -1.654 -0.458 2.506  0.1018
29 H -2.456 -2.709 2.026  0.1118
30 H -0.922 -3.298 2.772  0.1108
31 H -1.473 -2.067 0.151  0.0959
32 H -0.354 -3.428 0.440  0.1328
33 H 0.722 -0.180 2.750  0.1266
34 H 0.985 -1.912 3.000  0.1304
35 C -2.167 2.727 0.274  -0.1763
36 C -3.091 1.559 0.022  -0.1978
37 C -2.217 0.532 -0.606  -0.1827
38 O -0.940 0.745 0.069  -0.2621
39 C -0.901 2.046 0.716  -0.1602
40 H -2.546 3.567 0.856  0.1169
41 H -1.986 3.224 -0.678  0.1175
42 H -3.928 1.853 -0.612  0.1172
43 H -3.507 1.255 0.983  0.1105
44 H -2.226 0.862 -1.644  0.1290
45 H -2.737 -0.425 -0.649  0.1247
46 H -0.072 2.580 0.251  0.1117
47 H -1.010 2.048 1.800  0.1299

Computed properties:
Gap between HOMO and LUMO (spin up / spin down), eV: 8.22 / 4.28
E_HOMO (spin up / spin down), eV: -5.708 / -5.593
Lowest unoccupied orbital energy (spin up / spin down), eV: 2.516 / -1.313
Multiplicity: 2
Expectation value of S²: 0.755
Total charge: -1